No. 1
Computed, not measured: a gas-phase ion, C33H34F6N3 (charge +1), with ωB97M-V/def2-TZVPD.

The highest occupied orbital energy is -0.386 Ha. As for the structure (SMILES): CC(C)(C)[NH2+]C(c1ccc(N(CC(F)(F)F)c2ccccc2)cc1)c1ccc(N(CC(F)(F)F)c2ccccc2)cc1. As for the net charge: +1. The multiplicity is 1.

Atoms and positions in Å:
F 4.7158 -3.9928 -2.4367
C 4.9124 -2.6931 -2.1098
F 5.0762 -2.6190 -0.7478
F 6.1108 -2.2866 -2.6577
C 3.8149 -1.7832 -2.5547
N 4.1776 -0.4121 -2.1414
C 4.7002 0.4563 -3.1073
C 3.8822 0.8415 -4.1656
C 4.3826 1.6925 -5.1376
C 5.7309 2.0824 -5.1079
C 6.5688 1.6231 -4.0781
C 6.0531 0.8181 -3.0677
C 3.8012 0.0868 -0.9181
C 4.3874 1.2405 -0.3368
C 3.8496 1.8319 0.8175
C 2.7165 1.3134 1.4612
C 2.1341 2.1327 2.6627
C 0.7514 1.5953 2.9390
C 0.4596 1.4212 4.2903
C -0.8149 0.9931 4.6645
C -1.8837 0.9988 3.7473
N -3.1686 0.6635 4.1165
C -3.4671 0.1482 5.4533
C -3.4365 -1.3431 5.4126
F -3.6591 -1.9343 6.6106
F -4.3922 -1.8018 4.5345
F -2.2263 -1.7859 4.9428
C -4.2678 1.0892 3.3266
C -4.7350 0.3000 2.2643
C -5.8771 0.6883 1.5737
C -6.5404 1.8742 1.9323
C -6.0782 2.6506 3.0068
C -4.9716 2.2303 3.7374
C -1.5704 1.2398 2.3742
C -0.2865 1.6503 1.9849
C 2.2369 0.0482 0.9903
C 2.7823 -0.5672 -0.1575
H 3.7857 -1.7586 -3.6419
H 2.8701 -2.0922 -2.1062
H 2.8496 0.5080 -4.1730
H 3.7263 2.0471 -5.9315
H 6.1321 2.7356 -5.8994
H 7.6244 1.8986 -4.0689
H 6.6778 0.4818 -2.2439
H 5.2020 1.6630 -0.9311
H 4.3875 2.7353 1.1330
H 2.8467 2.0416 3.4695
H 1.2441 1.4859 5.0468
H -1.0027 0.7678 5.7060
H -2.7547 0.5175 6.1842
H -4.4782 0.4650 5.6762
H -4.1703 -0.5973 1.9938
H -6.2469 0.0654 0.7565
H -7.4294 2.1881 1.3790
H -6.5855 3.5742 3.2863
H -4.5937 2.7952 4.5881
H -2.3714 1.1911 1.6244
H -0.0921 1.8661 0.9121
H 1.3839 -0.4337 1.5034
H 2.2873 -1.5031 -0.4893
C 2.3026 6.2076 2.9657
C 2.6844 4.7781 3.4662
C 4.1737 4.5609 3.2911
C 2.2172 4.6034 4.8857
N 2.0207 3.5908 2.6369
H 1.2412 6.4488 3.1240
H 2.8563 6.9744 3.5755
H 2.6090 6.3980 1.9274
H 4.3922 3.5250 3.5893
H 4.4626 4.7180 2.2374
H 4.7288 5.2868 3.9076
H 2.3956 3.5542 5.1657
H 2.7391 5.3003 5.5681
H 1.1328 4.7878 4.9593
H 2.4156 3.5732 1.7002
H 0.9565 3.8098 2.7197


No. 2
Computed, not measured: a molecular structure, C33H34N6OP2S4SeTi, with ωB97M-V/def2-TZVPD.

The highest occupied orbital energy (alpha / beta) is -0.230 / -0.227 Ha. As for the net charge: 0. The multiplicity is 1.

Atoms and positions in Å:
Ti 0.4227 0.1421 1.8086
O 3.6715 -1.3736 7.8929
C 3.1053 -1.1305 6.8622
S 3.3384 -2.0588 5.3629
C 2.2527 -1.1054 4.3793
C 1.6360 -0.0642 4.9592
S 0.5458 0.9477 4.0671
S 1.9828 0.2312 6.6471
S 1.9859 -1.4816 2.7070
Se -4.5717 5.2974 -0.7855
N -4.7660 3.7302 0.0591
C -3.5829 3.3552 0.4351
C -3.3252 2.1395 1.2065
C -4.2739 1.4537 1.9165
C -3.8419 0.4144 2.7693
C -2.5292 0.0385 2.7650
N -1.5914 0.6047 1.9638
C -1.9672 1.7440 1.3061
C -0.9033 2.5983 0.9677
N 0.3311 2.1509 1.3619
C 1.2656 3.1165 1.5714
C 1.1025 4.4210 1.2063
C -0.0995 4.8333 0.5888
C -1.1165 3.9210 0.5039
C -2.4811 4.2416 0.0835
N -2.7943 5.3165 -0.5710
H -5.3118 1.7560 1.8734
H -4.5328 -0.0840 3.4350
H -2.1565 -0.7318 3.4220
H 2.1543 2.7783 2.0792
H 1.8965 5.1272 1.4061
H -0.2487 5.8537 0.2627
C 0.5630 -3.6106 0.4872
P -0.4214 -2.0700 0.3330
C -0.1043 -1.5668 -1.4224
N -0.9110 -1.9816 -2.3617
C -0.6870 -1.5758 -3.6382
C -1.5572 -1.9958 -4.6698
C -1.3292 -1.5836 -5.9507
C -0.2319 -0.7427 -6.2547
C 0.6204 -0.3267 -5.2730
C 0.4008 -0.7408 -3.9397
N 1.2415 -0.3241 -2.9578
C 1.0051 -0.7048 -1.7309
P 2.1136 -0.1244 -0.3712
C 3.3452 -1.4790 -0.3485
C 3.1436 1.2415 -1.1370
C 4.0646 0.7553 -2.2658
C 2.2374 2.3623 -1.6604
C 4.0558 1.7751 -0.0221
C -2.1524 -2.7996 0.2909
C -2.5158 -3.1861 1.7331
C -3.1549 -1.7642 -0.2338
C -2.2478 -4.0853 -0.5449
H 0.6351 -4.1367 -0.4638
H 0.0587 -4.2551 1.2064
H 1.5438 -3.4161 0.9030
H -2.3900 -2.6373 -4.4078
H -1.9893 -1.8968 -6.7500
H -0.0748 -0.4307 -7.2794
H 1.4661 0.3186 -5.4755
H 3.6474 -1.7420 -1.3611
H 2.9608 -2.3510 0.1622
H 4.2140 -1.1489 0.2190
H 3.5249 0.2351 -3.0519
H 4.8596 0.1108 -1.8866
H 4.5457 1.6338 -2.7069
H 1.7575 2.0740 -2.5922
H 2.8478 3.2503 -1.8510
H 1.4667 2.6426 -0.9462
H 4.6119 0.9814 0.4810
H 3.5060 2.3320 0.7270
H 4.7872 2.4541 -0.4687
H -2.7136 -2.3189 2.3495
H -1.7469 -3.7873 2.2214
H -3.4290 -3.7859 1.7074
H -3.0184 -0.7857 0.2234
H -4.1682 -2.0996 0.0069
H -3.0808 -1.6551 -1.3141
H -1.6959 -4.9065 -0.0838
H -1.9020 -3.9488 -1.5645
H -3.2999 -4.3855 -0.5779


No. 3
Computed, not measured: a molecular structure, C33H35BCl49F8I3N2O4, with ωB97M-V/def2-TZVPD.

The highest occupied orbital energy is -0.323 Ha. As for the net charge: 0. The multiplicity is 1.

Atoms and positions in Å:
C 0.5113 4.4006 1.7142
B 2.0539 3.8572 1.5765
O 3.1143 4.9280 1.5926
C 2.5224 2.2655 1.4466
N 2.3321 1.6127 0.1337
C 1.0199 1.7417 -0.5436
C 0.4049 0.3521 -1.2190
O 1.3937 -0.6705 -1.5456
C 1.4611 -1.7553 -0.5581
C 1.5344 -3.2759 -1.2520
F 2.6709 -3.1774 -2.2421
F 0.2705 -3.6811 -1.9076
C 2.0570 -4.2774 -0.0635
F 3.5612 -4.3426 -0.1907
F 1.8246 -3.7311 1.3260
C 1.3890 -5.7751 -0.0708
F 2.3411 -6.6527 0.7081
F 1.2780 -6.4018 -1.4126
C -0.0346 -5.8350 0.7985
F -0.7203 -7.1039 0.4626
F -0.8862 -4.6371 0.6199
C 3.5274 1.5827 -0.7737
I 5.0552 0.0675 -0.2344
C 4.3367 2.9700 -1.0212
C 5.8183 2.7014 -1.7520
I 3.3382 4.4796 -2.2413
C 2.0442 1.3830 2.7921
Cl 2.6300 -0.3970 2.5342
O 0.6521 1.5242 3.1465
C -0.3153 0.7607 2.4020
C -1.3287 -0.2025 3.3070
C -1.1439 -0.0334 4.9245
C -2.9151 0.0494 2.9816
C -3.3827 -0.2661 1.4462
C -3.4294 1.1079 0.4927
C -2.5956 -1.4976 0.7066
O 2.9241 1.9049 3.8434
C 2.4906 1.7509 5.2059
N 1.9804 0.3901 5.6377
I 1.2222 3.4279 5.9721
H -0.3203 3.5810 1.6785
H 0.4258 4.9359 2.7773
H 0.3407 5.2363 0.9011
H 3.9518 4.4861 1.9767
H 3.7103 2.3199 1.5979
H 0.1265 2.1876 0.0642
H 1.1637 2.4766 -1.4742
H -0.5038 -0.0720 -0.5710
H -0.1012 0.6767 -2.2508
H 0.6597 -1.7000 0.2924
H 2.5173 -1.6400 -0.0133
H 0.2783 -5.8749 1.9436
H 3.1334 1.2345 -1.8464
H 4.6194 3.5012 0.0095
H 5.7692 1.8889 -2.5961
H 6.0545 3.7291 -2.3121
H 6.6873 2.5573 -0.9795
H -1.0594 1.5455 1.8917
H 0.0614 0.0884 1.5276
H -1.0416 -1.3229 3.0263
H -0.8915 1.0614 5.2504
H -2.1607 -0.4148 5.4186
H -0.3292 -0.8324 5.2671
H -3.1666 1.1471 3.3140
H -3.5256 -0.6666 3.6980
H -4.5259 -0.6052 1.5147
H -4.4358 1.1710 -0.1366
H -3.4198 2.0526 1.2226
H -2.4672 1.2214 -0.1751
H -2.7730 -1.3495 -0.4646
H -3.1313 -2.5204 0.9679
H -1.4361 -1.5151 0.8531
H 3.4778 1.8983 5.8701
H 1.3861 0.6010 6.4952
H 2.8127 -0.1649 5.9414
C -2.0258 7.7751 2.2278
Cl -1.3297 9.1934 1.4044
Cl -3.7089 8.1265 2.6954
Cl -1.9954 6.3747 1.1267
Cl -1.0695 7.4057 3.6850
C -7.4258 9.3313 4.8716
Cl -6.1515 8.9305 3.6927
Cl -8.9627 9.6081 4.0137
Cl -7.6204 7.9813 6.0179
Cl -6.9689 10.8053 5.7621
C -1.9627 7.0827 7.7230
Cl -2.9110 6.5394 9.1301
Cl -3.0687 7.5980 6.4246
Cl -0.9259 8.4516 8.1981
Cl -0.9452 5.7417 7.1390
C -1.6627 -10.4673 -0.8103
Cl -1.9103 -10.6940 0.9394
Cl -1.0804 -11.9897 -1.5299
Cl -3.2042 -10.0014 -1.5729
Cl -0.4560 -9.1841 -1.0781
C 1.6373 -2.0042 -5.9577
Cl 1.1018 -2.6186 -4.3733
Cl 3.2835 -2.5944 -6.2982
Cl 0.5256 -2.5810 -7.2250
Cl 1.6381 -0.2226 -5.9344
C 2.5373 4.6708 -6.4227
Cl 1.3474 3.3878 -6.0875
Cl 2.5017 5.0752 -8.1576
Cl 2.1339 6.1194 -5.4669
Cl 4.1660 4.1010 -5.9790
C 1.6373 -6.9577 -5.1084
Cl 2.9117 -7.3585 -6.2873
Cl 0.1004 -6.6809 -5.9663
Cl 1.4428 -8.3078 -3.9621
Cl 2.0943 -5.4837 -4.2180
C -6.4627 -2.2805 -1.2494
Cl -6.1502 -3.7491 -2.2085
Cl -6.1308 -2.6119 0.4695
Cl -5.4035 -0.9645 -1.8158
Cl -8.1665 -1.7964 -1.4426
C -3.1627 -7.5109 3.4593
Cl -2.3161 -5.9757 3.1418
Cl -3.5786 -8.2908 1.9123
Cl -2.1034 -8.5894 4.4023
Cl -4.6529 -7.1877 4.3810
C -6.7627 3.6891 -0.7907
Cl -5.1215 4.3823 -0.7715
Cl -6.7042 2.0428 -1.4694
Cl -7.3993 3.6236 0.8722
Cl -7.8260 4.7077 -1.7939
C 3.7373 1.3971 -9.5866
Cl 2.7890 0.8538 -8.1795
Cl 2.6313 1.9125 -10.8850
Cl 4.7741 2.7660 -9.1115
Cl 4.7548 0.0562 -10.1706
C 7.3373 -6.8183 -6.2405
Cl 8.1839 -5.2831 -6.5581
Cl 6.9214 -7.5982 -7.7875
Cl 8.3966 -7.8968 -5.2975
Cl 5.8471 -6.4951 -5.3189